(1)
Density functional theory data (the ωB97M-V functional and the def2-TZVPD basis) for a cluster of 2 separate species, C3H5N3 in total in a non-equilibrium geometry.

CARTESIAN COORDINATES (ANGSTROEM)
C1 -0.07 1.44 1.12
C2 -0.27 0.36 0.14
N1 -1.00 -0.21 -0.59
N2 -1.50 -0.84 -1.54
N3 0.98 -2.03 -1.39
C3 1.55 -1.35 -0.64
H1 0.59 1.11 1.92
H2 0.41 2.27 0.61
H3 -1.02 1.79 1.55
H4 -1.84 -1.74 -1.20
H5 2.16 -0.80 0.03

E_tot = -7658.45226 eV
Energy above the lowest of the compared OMol25 structures with the same formula, charge and spin = 92.3 kcal per mole
Kohn-Sham gap = 9.031 eV
Highest occupied orbital energy = -0.3093 Eh
Maximum force = 0.021 hartree/bohr

(2)
Density functional theory data (the ωB97M-V functional and the def2-TZVPD basis) for a cluster of 2 separate species, C2H9N2O in total in a non-equilibrium geometry.

CARTESIAN COORDINATES (ANGSTROEM)
C1 -1.76 -1.48 1.16
N1 0.41 1.17 -0.04
C2 -0.63 0.35 0.05
N2 -0.63 -0.89 0.45
H1 -1.55 -1.48 2.23
H2 -2.62 -0.80 1.13
H3 -2.00 -2.46 0.79
H4 1.29 0.95 -0.56
H5 0.26 2.14 0.19
H6 -1.61 0.79 -0.10
H7 0.26 -1.35 0.39
H8 3.53 1.00 -1.49
H9 2.45 0.88 -2.54
O1 2.60 1.20 -1.64

E_tot = -7241.10044 eV
Charge = +1
Energy above the lowest of the compared OMol25 structures with the same formula, charge and spin = 29.0 kcal per mole
Kohn-Sham gap = 11.013 eV
Highest occupied orbital energy = -0.5484 Eh
Maximum force = 0.033 hartree/bohr

(3)
Density functional theory data (the ωB97M-V functional and the def2-TZVPD basis) for a cluster of 9 separate species, C6H28NO9 in total in a non-equilibrium geometry.

CARTESIAN COORDINATES (ANGSTROEM)
C1 -3.14 1.04 1.94
N1 -2.75 -0.30 1.43
C2 -1.33 -0.40 1.04
C3 -1.26 -1.64 0.10
C4 -2.00 -1.23 -1.23
C5 -2.00 -2.05 -2.23
C6 -0.38 -0.38 2.29
O1 0.98 -0.15 1.91
H1 -2.55 1.89 1.59
H2 -3.11 1.03 3.02
H3 -4.19 1.19 1.48
H4 -2.81 -0.98 2.22
H5 -1.17 0.50 0.42
H6 -1.71 -2.48 0.63
H7 -0.20 -1.76 -0.13
H8 -2.39 -0.21 -1.13
H9 -2.33 -1.71 -3.26
H10 -1.71 -3.11 -2.18
H11 -0.66 0.39 3.09
H12 -0.40 -1.34 2.76
H13 -0.42 2.86 -2.88
H14 -0.28 2.41 -1.42
O2 -0.92 2.66 -2.08
H15 2.63 1.74 2.11
H16 1.80 2.11 0.81
O3 2.48 2.36 1.42
H17 4.43 -0.63 -0.52
H18 4.56 -1.52 0.70
O4 4.80 -1.47 -0.23
H19 2.79 -0.43 -2.76
H20 2.00 -1.60 -2.52
O5 2.35 -1.14 -3.32
H21 3.51 1.45 -0.68
H22 2.37 0.50 -0.80
O6 3.43 0.56 -1.02
H23 1.17 0.28 0.94
H24 0.36 0.13 -0.86
O7 0.99 0.78 -0.59
H25 2.69 -1.56 2.83
H26 2.29 -2.29 1.63
O8 3.11 -2.07 2.16
H27 -2.99 2.28 -2.42
H28 -4.16 2.30 -1.68
O9 -3.90 2.01 -2.55

E_tot = -26594.25235 eV
Charge = -1
Energy above the lowest of the compared OMol25 structures with the same formula, charge and spin = 39.1 kcal per mole
Kohn-Sham gap = 9.137 eV
Highest occupied orbital energy = -0.2326 Eh
Maximum force = 0.064 hartree/bohr

(4)
Density functional theory data (the ωB97M-V functional and the def2-TZVPD basis) for a cluster of 3 separate species, C5H12O3 in total in a non-equilibrium geometry.

CARTESIAN COORDINATES (ANGSTROEM)
C1 -1.35 -1.85 -1.99
C2 -1.48 -0.52 -1.35
C3 -0.44 0.03 -0.57
O1 0.57 -0.76 -0.40
C4 -0.53 1.35 0.06
C5 0.12 2.42 -0.42
H1 -1.15 -2.64 -1.26
H2 -2.25 -2.10 -2.55
H3 -0.48 -1.90 -2.64
H4 -2.37 0.00 -1.66
H5 1.35 -0.37 0.08
H6 -1.32 1.48 0.80
H7 0.93 2.27 -1.11
H8 -0.23 3.42 -0.15
H9 0.79 -0.93 2.78
H10 -0.07 -1.38 1.69
O2 -0.14 -0.88 2.53
H11 1.62 0.84 1.69
H12 2.76 1.38 0.86
O3 2.38 0.54 1.16

2S+1 = 2
E_tot = -11512.95806 eV
Charge = +1
Energy above the lowest of the compared OMol25 structures with the same formula, charge and spin = 8.1 kcal per mole
Kohn-Sham gap (spin up / spin down) = 10.680 / 7.967 eV
Highest occupied orbital energy (spin up / spin down) = -0.5364 / -0.5565 Eh
Expectation value of S² = 0.75
Maximum force = 0.027 hartree/bohr

- What is the energy above the lowest of the compared OMol25 structures with the same formula, charge and spin in the second record?
  29.0 kcal per mole